1.
ORCA calculation (wB97M-V/def2-TZVPD) on a structure of composition C26H23N5O5ReS3Si.

Positions of all 64 atoms, in Å:
Re1 1.779 -0.739 -0.870
S1 3.398 0.598 -1.736
C1 4.052 -0.291 -3.086
C2 5.109 0.344 -3.813
N1 5.946 0.869 -4.401
C3 3.586 -1.510 -3.427
S2 2.275 -2.235 -2.507
C4 4.094 -2.255 -4.530
N2 4.480 -2.889 -5.409
O1 -0.375 4.509 4.177
N3 -0.560 4.200 2.995
O2 -1.411 4.767 2.289
C5 0.215 3.160 2.447
C6 1.107 2.506 3.314
C7 1.818 1.382 2.904
C8 2.710 0.624 3.717
C9 3.290 -0.511 3.220
C10 3.021 -0.931 1.909
N4 2.215 -0.217 1.122
C11 1.631 0.901 1.591
C12 0.757 1.583 0.690
N5 0.654 1.023 -0.534
C13 -0.113 1.599 -1.466
C14 -0.798 2.765 -1.187
C15 -0.734 3.337 0.071
C16 0.049 2.741 1.078
H1 1.211 2.885 4.319
H2 2.913 0.950 4.729
H3 3.960 -1.103 3.827
H4 3.445 -1.831 1.484
H5 -0.149 1.112 -2.431
H6 -1.392 3.226 -1.964
H7 -1.283 4.235 0.296
C17 -2.620 1.934 3.823
C18 -2.169 0.881 2.854
C19 -2.682 0.836 1.557
C20 -2.282 -0.140 0.660
C21 -1.332 -1.073 1.058
C22 -0.806 -1.054 2.342
C23 -1.232 -0.080 3.229
S3 -0.827 -2.341 -0.044
O3 0.631 -2.476 0.104
O4 -1.585 -3.539 0.085
O5 -1.026 -1.677 -1.418
H8 -3.030 2.800 3.303
H9 -1.795 2.279 4.447
H10 -3.397 1.537 4.480
H11 -3.398 1.585 1.244
H12 -2.684 -0.153 -0.343
H13 -0.060 -1.780 2.643
H14 -0.810 -0.050 4.226
C24 -3.584 -2.413 -2.504
Si1 -1.769 -2.326 -2.875
C25 -1.327 -1.027 -4.117
C26 -0.987 -3.969 -3.210
H15 -4.138 -2.748 -3.383
H16 -3.975 -1.431 -2.228
H17 -3.786 -3.110 -1.689
H18 -1.621 -1.383 -5.109
H19 -0.250 -0.851 -4.138
H20 -1.849 -0.086 -3.937
H21 -1.614 -4.520 -3.917
H22 -0.896 -4.578 -2.310
H23 0.002 -3.848 -3.652

⟨S²⟩: 3.804
Spin multiplicity: 4
Gap between HOMO and LUMO (alpha / beta): 5.009 / 6.933 eV
E_HOMO (alpha / beta): -6.1545 / -8.5018 eV
LUMO energy (alpha / beta): -1.15 / -1.57 eV

***

2.
ORCA calculation (wB97M-V/def2-TZVPD) on a cluster of 17 separate species, C44H133N11O17 in total.

Positions of all 205 atoms, in Å:
C1 -6.268 -13.711 26.425
C2 -6.107 -13.893 24.854
C3 -7.445 -13.809 24.075
O1 -7.943 -12.447 24.133
C4 -9.248 -12.411 23.735
N1 -5.034 -13.032 24.373
H1 -6.903 -14.557 26.729
H2 -6.640 -12.784 26.729
H3 -5.267 -13.869 26.821
H4 -5.721 -14.927 24.789
H5 -8.202 -14.530 24.481
H6 -7.364 -14.065 22.977
H7 -9.338 -12.874 22.753
H8 -9.685 -11.388 23.750
H9 -9.868 -13.012 24.471
H10 -4.742 -13.479 23.472
H11 -5.263 -12.039 24.371
C5 -2.523 -4.646 32.200
C6 -2.046 -4.636 30.747
C7 -1.786 -6.020 30.221
O2 -1.329 -6.079 28.900
C8 -1.105 -7.412 28.552
N2 -3.043 -3.891 29.984
H12 -2.714 -3.618 32.484
H13 -1.779 -5.075 32.906
H14 -3.473 -5.226 32.203
H15 -1.123 -4.072 30.770
H16 -2.705 -6.617 30.364
H17 -1.018 -6.479 30.936
H18 -0.265 -7.805 29.150
H19 -0.870 -7.384 27.518
H20 -2.005 -8.089 28.650
H21 -2.758 -3.805 29.019
H22 -3.974 -4.276 30.043
C9 -7.963 -3.995 22.955
C10 -8.177 -4.874 24.202
C11 -9.170 -5.985 24.107
O3 -10.517 -5.436 24.046
C12 -11.392 -6.290 24.747
N3 -6.889 -5.531 24.566
H23 -8.935 -3.716 22.525
H24 -7.555 -4.626 22.145
H25 -7.406 -3.086 23.108
H26 -8.446 -4.222 25.054
H27 -9.066 -6.422 25.103
H28 -9.075 -6.776 23.407
H29 -11.412 -7.215 24.147
H30 -12.461 -5.915 24.768
H31 -11.000 -6.511 25.773
H32 -6.547 -6.061 23.785
H33 -7.121 -6.114 25.350
C13 2.898 -11.545 21.597
C14 2.968 -10.991 23.039
C15 4.021 -11.687 23.845
O4 3.716 -13.047 24.173
C16 3.395 -13.088 25.567
N4 3.079 -9.570 22.976
H34 2.854 -12.660 21.626
H35 3.752 -11.232 20.972
H36 2.000 -11.070 21.175
H37 2.048 -11.275 23.573
H38 4.405 -11.197 24.750
H39 4.918 -11.785 23.184
H40 3.142 -14.161 25.752
H41 2.573 -12.469 25.813
H42 4.191 -12.828 26.225
H43 3.879 -9.423 22.360
H44 3.351 -9.085 23.847
C17 -3.744 -4.878 22.705
C18 -3.717 -5.746 21.452
C19 -2.726 -5.231 20.431
O5 -2.926 -5.973 19.254
C20 -2.128 -5.432 18.243
N5 -3.460 -7.190 21.815
H45 -3.869 -3.842 22.416
H46 -2.753 -5.020 23.069
H47 -4.516 -5.141 23.372
H48 -4.693 -5.785 20.982
H49 -1.695 -5.306 20.756
H50 -2.998 -4.156 20.255
H51 -2.414 -4.381 18.086
H52 -2.381 -6.038 17.360
H53 -1.068 -5.584 18.452
H54 -3.372 -7.707 20.933
H55 -2.525 -7.151 22.173
C21 5.237 -8.187 26.975
C22 4.078 -7.209 27.041
C23 2.789 -8.058 27.071
O6 2.419 -8.363 25.771
C24 1.193 -9.035 25.602
N6 4.136 -6.358 28.291
H56 5.230 -8.800 26.089
H57 5.234 -8.788 27.890
H58 6.205 -7.654 26.951
H59 3.930 -6.501 26.236
H60 2.017 -7.453 27.638
H61 2.925 -9.025 27.591
H62 1.124 -9.201 24.524
H63 0.385 -8.395 25.911
H64 1.203 -9.921 26.193
H65 3.599 -5.502 28.174
H66 5.083 -6.108 28.593
C25 -4.764 -8.880 29.742
C26 -5.441 -7.900 30.750
C27 -6.786 -7.493 30.278
O7 -6.873 -6.887 28.997
C28 -5.991 -5.838 28.884
N7 -5.704 -8.474 32.094
H67 -3.713 -9.089 29.961
H68 -4.894 -8.608 28.688
H69 -5.229 -9.841 29.806
H70 -4.782 -7.024 31.006
H71 -7.325 -6.896 31.034
H72 -7.377 -8.443 30.281
H73 -6.321 -5.036 29.564
H74 -5.996 -5.391 27.860
H75 -4.988 -6.193 29.185
H76 -5.954 -9.464 32.058
H77 -4.912 -8.499 32.720
C29 0.608 -10.949 28.654
C30 -0.327 -11.821 29.504
C31 -1.323 -10.835 30.169
O8 -0.643 -10.012 31.113
C32 -1.561 -9.247 31.894
N8 -1.122 -12.770 28.720
H78 0.045 -10.359 27.942
H79 1.223 -11.656 28.073
H80 1.297 -10.390 29.271
H81 0.274 -12.298 30.285
H82 -2.090 -11.375 30.718
H83 -1.820 -10.183 29.442
H84 -2.333 -9.884 32.393
H85 -1.992 -8.429 31.258
H86 -0.898 -8.796 32.654
H87 -1.711 -13.350 29.309
H88 -1.786 -12.197 28.150
C33 -1.249 -12.618 21.298
C34 -1.860 -13.689 22.156
C35 -2.577 -14.860 21.463
O9 -3.951 -14.511 21.095
C36 -4.683 -15.541 20.468
N9 -0.763 -14.264 22.915
H89 -0.774 -11.881 21.934
H90 -1.923 -12.051 20.661
H91 -0.391 -13.044 20.721
H92 -2.646 -13.280 22.895
H93 -2.648 -15.684 22.202
H94 -2.082 -15.309 20.601
H95 -5.774 -15.253 20.444
H96 -4.573 -16.512 20.940
H97 -4.372 -15.710 19.433
H98 -0.186 -13.522 23.306
H99 -1.096 -14.858 23.724
C37 -0.264 -8.870 21.654
C38 0.357 -7.494 21.435
C39 0.529 -6.755 22.741
O10 -0.716 -6.743 23.445
C40 -0.928 -5.806 24.505
N10 1.670 -7.576 20.874
H100 -1.098 -8.806 22.297
H101 0.436 -9.526 22.158
H102 -0.528 -9.327 20.701
H103 -0.264 -6.999 20.728
H104 0.892 -5.755 22.527
H105 1.338 -7.214 23.385
H106 -1.048 -4.734 24.194
H107 -0.008 -5.852 25.100
H108 -1.762 -6.118 25.062
H109 2.170 -8.207 21.480
H110 1.579 -7.941 19.926
C41 -1.244 -10.930 24.937
C42 -2.109 -9.987 25.831
C43 -2.752 -8.812 25.218
O11 -3.423 -8.199 26.283
C44 -4.389 -7.253 25.882
N11 -3.077 -10.872 26.538
H111 -1.970 -11.217 24.191
H112 -0.797 -11.750 25.494
H113 -0.442 -10.406 24.429
H114 -1.427 -9.564 26.593
H115 -3.375 -9.115 24.366
H116 -2.004 -8.139 24.792
H117 -4.891 -6.849 26.788
H118 -5.114 -7.779 25.233
H119 -3.944 -6.427 25.313
H120 -3.659 -11.343 25.844
H121 -3.753 -10.302 27.025
O12 -5.349 -3.479 25.444
H122 -5.734 -2.612 25.192
H123 -5.872 -4.090 24.913
O13 -5.454 -8.699 22.776
H124 -5.996 -8.676 21.957
H125 -4.742 -8.044 22.562
O14 -6.501 -10.021 25.090
H126 -6.112 -9.666 24.235
H127 -7.059 -10.746 24.834
O15 -0.036 -14.063 26.267
H128 0.165 -14.957 26.555
H129 -0.378 -13.673 27.099
O16 -8.072 -8.184 26.706
H130 -7.446 -8.717 26.152
H131 -7.644 -7.829 27.504
O17 -2.862 -14.695 25.490
H132 -3.324 -13.884 25.129
H133 -1.980 -14.396 25.803

Gap between HOMO and LUMO: 9.207 eV
E_HOMO: -8.7767 eV
LUMO energy: 0.43 eV